Here is a structure of composition C32H33Cl7NO3PtS from the Open Molecules 2025 dataset. Energies are from ωB97M-V with the def2-TZVPD basis set.

- max |F| (Eh/bohr) = 0.014
- calculated total energy (eV) = -143094.595
- LUMO (eV) = 2.2
- net charge = -1
- E_HOMO (Eh) = -0.1643
- energy above the lowest of the compared OMol25 structures with the same formula, charge and spin (eV) = 1.347
- M (g mol⁻¹) = 954.9

The geometry in XYZ format:
```
78
C32H33Cl7NO3PtS (ωB97M-V with the def2-TZVPD basis set)
Pt -0.3650 -0.2462 0.0029
Cl 0.0718 -2.0675 2.1445
C 1.4014 -2.1428 1.0386
C 1.2679 -1.3354 -0.0878
C 2.2983 -1.4340 -1.0253
Cl 2.2013 -0.6031 -2.5350
C 3.4171 -2.2386 -0.7961
Cl 4.6897 -2.3118 -1.9605
C 3.5254 -2.9966 0.3665
Cl 4.9078 -3.9800 0.6572
C 2.4881 -2.9576 1.2940
Cl 2.5560 -3.8979 2.7350
Cl -3.5412 1.1997 -1.7059
C -5.0477 1.5970 -0.8745
Cl -6.4739 0.9519 -1.7342
H -5.1528 2.6739 -0.8446
H -5.0054 1.1505 0.1126
C -2.0836 -1.3736 -4.7293
C -1.4910 -0.0654 -4.2742
C -1.5041 1.0542 -5.1038
C -0.9729 2.2474 -4.6433
C -0.9939 3.4837 -5.5072
C -0.4279 2.3282 -3.3647
C -0.3988 1.2215 -2.4948
C -0.9458 0.0261 -3.0086
N 0.0826 1.2472 -1.1940
C 0.8111 2.3928 -0.6180
C 2.0382 2.8108 -1.4546
C 2.7281 4.0323 -0.8355
C 3.2670 3.6566 0.5456
C 2.0956 3.2140 1.4225
C 1.1259 4.3854 1.5944
C 0.5738 4.7759 0.2224
C 1.7278 5.1864 -0.7006
C -0.1593 3.5754 -0.3822
C 1.3682 2.0274 0.7734
H -2.4688 -1.3000 -5.7472
H -2.9060 -1.6737 -4.0757
H -1.3387 -2.1723 -4.7047
H -1.9390 0.9951 -6.0963
H -1.4173 3.2710 -6.4896
H 0.0130 3.8827 -5.6536
H -1.5938 4.2737 -5.0480
H -0.0561 3.2921 -3.0588
H -0.9516 -0.8537 -2.3747
H 1.7796 3.0240 -2.4897
H 2.7295 1.9638 -1.4845
H 3.5542 4.3372 -1.4850
H 3.7845 4.5071 1.0037
H 3.9957 2.8447 0.4496
H 2.4625 2.8928 2.4014
H 1.6408 5.2349 2.0577
H 0.3039 4.0978 2.2567
H -0.1272 5.6092 0.3290
H 2.2338 6.0705 -0.2963
H 1.3383 5.4615 -1.6872
H -0.6594 3.8696 -1.3037
H -0.9445 3.2186 0.2920
H 0.5521 1.7061 1.4282
H 2.0542 1.1800 0.6775
C -3.5391 -3.9679 6.8506
C -3.3891 -3.0872 5.6380
C -3.3030 -3.6343 4.3630
C -3.1919 -2.8232 3.2403
C -3.1631 -1.4454 3.3886
C -3.2427 -0.8812 4.6554
C -3.3534 -1.6994 5.7674
S -3.0027 -0.3876 1.9643
O -2.7561 -1.2945 0.8357
O -4.2439 0.3600 1.8831
O -1.8323 0.4387 2.2440
H -3.1110 -4.9561 6.6774
H -4.5929 -4.1051 7.1072
H -3.0442 -3.5326 7.7197
H -3.3175 -4.7121 4.2424
H -3.1117 -3.2441 2.2471
H -3.2051 0.1955 4.7641
H -3.4037 -1.2551 6.7559
```

How is the electron density shared among the atoms? According to Mulliken, the charges in e are: 1.34, -0.15, 1.13, -1.56, 1.06, -0.11, -0.30, -0.20, 0.65, -0.22, -0.45, -0.20, 0.00, -0.01, -0.23, 0.31, 0.00, -1.69, 0.60, -1.03, -0.34, -1.76, -0.43, 0.06, 0.03, -0.25, 1.33, -1.13, 0.38, -1.55, 0.46, -1.52, 0.43, -1.28, -1.09, -2.56, 0.39, 0.32, 0.31, 0.21, 0.39, 0.33, 0.32, 0.82, 0.53, 0.52, 0.39, 0.28, 0.53, 0.50, 0.37, 0.54, 0.51, 0.27, 0.52, 0.51, 0.40, 0.34, 0.48, 0.64, -1.43, 0.99, -0.72, -0.04, -0.36, -0.71, -0.76, 1.48, -0.73, -0.83, -0.59, 0.35, 0.28, 0.36, 0.32, 0.49, 0.43, 0.32

Here is a cluster of 2 separate species, C32H33F6N4O2 in total from the Open Molecules 2025 dataset. Energies are from ωB97M-V with the def2-TZVPD basis set.

- max |F| (Eh/bohr) = 0.076
- calculated total energy (eV) = -60071.853
- LUMO (eV) = -4.7
- net charge = +1
- E_HOMO (Eh) = -0.3693
- energy above the lowest of the compared OMol25 structures with the same formula, charge and spin (eV) = 0.570
- M (g mol⁻¹) = 619.6

The geometry in XYZ format:
```
77
C32H33F6N4O2 (ωB97M-V with the def2-TZVPD basis set)
C 4.0858 3.4521 3.8332
N 4.2196 2.0284 3.9505
C 5.5794 1.4865 3.9111
C 5.8752 1.0594 2.5076
F 7.1341 0.5906 2.3056
F 4.9893 0.0655 2.1355
F 5.6722 2.0974 1.6262
C 3.1186 1.2377 4.0753
C 3.1925 -0.0346 4.7134
C 2.0260 -0.7653 4.9047
C 0.8031 -0.3818 4.3346
C -0.3526 -1.3341 4.5145
C -1.7392 -0.7086 4.3145
C -2.7468 -1.6398 4.1127
C -4.0405 -1.2802 3.6983
C -4.3994 0.0915 3.6532
N -5.6729 0.4580 3.2302
C -6.2929 -0.2093 2.0997
C -6.5955 1.1574 4.1281
C -6.3525 2.6400 4.2526
F -7.4642 3.3318 4.6310
F -5.3895 2.8899 5.2068
F -5.9136 3.1883 3.0749
C -3.4375 1.0473 3.9924
C -2.1369 0.6634 4.3718
C 0.7699 0.8354 3.6237
C 1.8872 1.6633 3.5383
H 3.3152 3.8239 4.5259
H 5.0392 3.9169 4.0935
H 3.8252 3.7571 2.8097
H 6.2676 2.2896 4.1790
H 5.6785 0.6132 4.5642
H 4.1350 -0.4172 5.0892
H 2.0623 -1.6713 5.5012
H -0.3304 -1.8016 5.4824
H -2.5061 -2.6841 4.2195
H -4.7489 -2.0400 3.4292
H -5.7584 -1.1332 1.8523
H -7.3413 -0.4269 2.3208
H -6.2726 0.4533 1.2229
H -7.6097 1.0429 3.7300
H -6.5252 0.7461 5.1516
H -3.6990 2.0976 3.9011
H -1.4679 1.4704 4.6627
H -0.1352 1.1685 3.1202
H 1.8451 2.6144 3.0013
H -0.1216 -2.4173 3.9644
C 0.1615 -3.8259 3.6750
H 1.1191 -3.9399 4.0889
C -0.8222 -4.5967 4.3690
C -1.6253 -5.5266 3.7624
N -1.6130 -5.7535 2.4023
C -2.6032 -6.5737 1.7845
C -2.3267 -7.1662 0.5339
C -3.3397 -7.8227 -0.1552
C -4.6495 -7.8611 0.3747
O -5.6244 -8.3311 -0.4467
C -7.0090 -8.1379 -0.0551
C -4.8932 -7.3578 1.6782
C -3.8621 -6.7315 2.3626
C -0.6261 -5.0704 1.6790
C 0.1890 -4.1212 2.2606
C 1.1713 -3.5416 1.2786
N 2.0893 -2.6477 1.8092
O 1.1411 -3.7851 0.0912
H -0.9370 -4.5155 5.4533
H -2.3520 -6.1384 4.3235
H -1.3405 -7.1238 0.1106
H -3.1523 -8.2716 -1.1224
H -7.5588 -8.6164 -0.8616
H -7.2209 -8.6342 0.9017
H -7.2565 -7.0672 -0.0067
H -5.8886 -7.4109 2.1200
H -4.0833 -6.3302 3.3612
H -0.6515 -5.3113 0.6028
H 2.3123 -2.6218 2.8085
H 2.7946 -2.3112 1.1907
```

How is the electron density shared among the atoms? According to Mulliken, the charges in e are: -1.22, 0.13, -1.00, 1.04, -0.27, -0.25, -0.27, 1.11, -0.56, -1.16, 0.23, -0.42, 0.37, -0.96, -0.67, -0.03, 0.32, -1.06, -0.85, 0.80, -0.29, -0.24, -0.26, -0.10, -1.07, -0.96, -0.58, 0.42, 0.34, 0.35, 0.35, 0.28, 0.25, 0.38, 0.74, 0.31, 0.54, 0.43, 0.31, 0.29, 0.45, 0.28, 0.51, 0.78, 0.88, 0.42, -0.07, 0.87, 0.80, -1.27, -0.38, 0.28, 1.19, -0.44, -0.83, 0.76, -0.42, -0.79, -0.82, -0.76, 0.03, -0.28, -0.16, -0.18, -0.64, 0.41, 0.46, 0.45, 0.44, 0.25, 0.32, 0.35, 0.30, 0.13, 0.54, 0.14, 0.23

Here is a structure of composition C32H33N7O8PSTi from the Open Molecules 2025 dataset. Energies are from ωB97M-V with the def2-TZVPD basis set.

- max |F| (Eh/bohr) = 0.007
- calculated total energy (eV) = -103771.699
- LUMO (spin up / spin down) (eV) = 4.3 / 4.3
- net charge = -2
- E_HOMO (spin up / spin down) (Eh) = 0.0183 / -0.0681
- energy above the lowest of the compared OMol25 structures with the same formula, charge and spin (eV) = 0.888
- multiplicity = 4
- M (g mol⁻¹) = 754.6

The geometry in XYZ format:
```
83
C32H33N7O8PSTi (ωB97M-V with the def2-TZVPD basis set)
Ti 1.4131 0.0166 -0.6171
O 1.4548 -0.4002 -2.7571
N 0.4921 0.1605 -3.4590
C -0.2720 -0.6548 -4.2141
C -1.2720 -0.1774 -5.0187
C -1.4985 1.2026 -5.0307
C -0.7400 2.0166 -4.2297
C 0.2818 1.5167 -3.3880
S 1.2397 2.4553 -2.3547
H -0.0075 -1.6958 -4.1087
H -1.8632 -0.8669 -5.6029
H -2.2834 1.6243 -5.6463
H -0.9031 3.0849 -4.1944
O 7.1462 -2.1206 -1.1701
C 6.0256 -1.6927 -0.9808
C 4.7772 -2.5153 -0.7912
O 4.7340 -3.7410 -0.7198
C 3.6773 -1.5682 -0.6911
C 4.1698 -0.2306 -0.7130
O 3.4201 0.7820 -0.5526
C 5.6299 -0.2385 -0.8766
O 6.3919 0.7124 -0.9130
O 2.4320 -1.8466 -0.5456
C 1.4224 3.8327 1.0606
P 0.0883 2.5731 1.0040
C -0.0838 2.0635 2.7573
C -0.9031 0.9545 2.9833
C -1.0719 0.4515 4.2638
C -0.4139 1.0418 5.3354
C 0.4149 2.1329 5.1196
C 0.5783 2.6398 3.8357
C -1.3917 3.6648 0.8242
C -2.4054 3.8000 1.7699
C -3.5753 4.4860 1.4688
C -3.7561 5.0481 0.2135
C -2.7535 4.9190 -0.7400
C -1.5910 4.2250 -0.4421
H 1.2636 4.6178 1.8020
H 1.4725 4.2846 0.0689
H 2.3748 3.3281 1.2353
H -1.3910 0.4690 2.1443
H -1.6979 -0.4187 4.4159
H -0.5332 0.6406 6.3351
H 0.9448 2.5870 5.9487
H 1.2409 3.4821 3.6807
H -2.2868 3.3707 2.7570
H -4.3526 4.5680 2.2201
H -4.6745 5.5722 -0.0245
H -2.8837 5.3402 -1.7305
H -0.8320 4.0907 -1.2079
C 2.2717 -3.8111 2.3108
N 1.3730 -4.3257 1.3014
C 1.9100 -5.4150 0.5025
C 1.2086 -5.5194 -0.8335
C -0.2851 -5.4037 -0.5981
N -0.5688 -4.1332 0.0216
C -1.7651 -3.4203 -0.3607
C 0.2551 -3.5976 0.9866
O -0.0162 -2.5386 1.5426
H 3.1734 -3.4031 1.8499
H 2.5572 -4.6234 2.9890
H 1.7704 -3.0303 2.8729
H 1.8069 -6.3651 1.0522
H 2.9731 -5.2270 0.3502
H 1.4602 -6.4695 -1.3102
H 1.5347 -4.7039 -1.4823
H -0.6314 -6.2456 0.0234
H -0.8407 -5.4480 -1.5380
H -1.8187 -3.3362 -1.4498
H -1.7278 -2.4214 0.0588
H -2.6709 -3.9290 -0.0052
N -5.0188 1.8171 -0.5504
C -3.7841 1.3332 -1.0314
N -3.4485 1.6820 -2.3488
N -2.9943 0.6247 -0.1817
C -1.8203 0.2392 -0.4886
N -0.7459 -0.2119 -0.7059
H -5.1462 2.8027 -0.7986
H -5.0022 1.7591 0.4616
H -3.4405 2.6995 -2.4896
H -2.5237 1.3416 -2.5894
O 2.4349 -0.2371 2.4456
C 1.8715 -0.0707 1.4691
```

How is the electron density shared among the atoms? According to Mulliken, the charges in e are: 0.68, -0.65, 0.34, -0.26, -0.73, 0.02, -1.01, 0.59, -0.40, 0.49, 0.38, 0.31, 0.36, -0.70, 0.30, -0.12, -0.72, 0.95, 0.34, -0.52, -0.04, -0.73, 0.11, -1.75, 1.57, 0.01, 0.01, -0.75, -0.48, -0.67, -0.51, 0.35, -0.32, -0.67, -0.58, -0.69, -0.44, 0.51, 0.45, 0.45, 0.07, 0.39, 0.31, 0.34, 0.29, 0.33, 0.39, 0.38, 0.43, 0.14, -0.99, 0.24, -0.65, -0.59, -0.77, 0.38, -1.02, 0.48, -0.71, 0.19, 0.33, 0.26, 0.30, 0.39, 0.41, 0.18, 0.22, 0.46, 0.36, 0.06, 0.31, -0.59, 0.08, -0.58, -0.57, 0.32, -0.17, 0.25, 0.33, 0.25, 0.19, -0.54, 0.62